The molecule C2H3ClNOP in a non-equilibrium geometry. Source: OMol25; level of theory: ωB97M-V/def2-TZVPD.

```
9
Properties=species:S:1:pos:R:3:forces:R:3:mulliken_charge:R:1
Cl 1.4786 -1.8364 0.3620 0.323 -0.678 0.612 -0.1412
P 0.6067 -0.2302 -0.3054 -0.222 1.450 -7.598 0.6897
O 1.0636 -0.0234 -2.3219 -1.411 -0.475 6.516 -0.5923
N 1.4029 2.0078 1.3746 0.014 0.318 0.259 -0.2693
C 1.0831 1.1070 0.7425 0.529 -0.299 -0.137 0.2299
C -1.2332 -0.2365 0.0630 1.471 -0.528 -4.848 -0.9036
H -1.3474 0.7798 0.3146 -0.960 0.834 0.981 0.3769
H -1.2464 -1.0475 0.6912 -1.005 -1.315 2.367 0.3427
H -1.8080 -0.5205 -0.9206 1.261 0.694 1.848 0.2674
```
Forces are in eV/Å.

Computed properties:
- F_max: 7.74 eV/A
- LUMO energy (spin up / spin down): -0.72 / -0.72 eV
- HOMO (spin up / spin down): -0.3577 / -0.3578 hartree
- Calculated total energy: -1009.41944 Ha
- Relative energy (zero: lowest compared OMol25 entry of this formula, charge and spin): 104.1 kcal/mol
- Frontier orbital gap (spin up / spin down): 0.331 / 0.331 hartree
- SMILES string: C[P@](=O)(Cl)C#N